Below is 2 unconnected molecules or ions with the total composition C8H18ClNSi, with properties calculated with ωB97M-V/def2-TZVPD.

Values from the calculation:
HOMO level (spin up / spin down)	-7.9186 / -6.7316	eV
max |F|	4.59	eV/A

Structure (XYZ):
```
29
C8H18ClNSi | OMol25 | ωB97M-V/def2-TZVPD
C 2.050 -2.873 1.015
C 2.091 -2.186 -0.090
C -1.868 -1.021 -0.195
C -2.001 1.139 -1.421
C -0.708 -0.845 -2.292
C 1.429 2.623 1.368
C 0.181 0.763 2.291
C -1.056 0.002 -1.113
N 0.460 1.612 1.108
Si 0.475 0.730 -0.373
Cl 1.375 1.976 -1.783
H 2.567 -3.937 1.110
H 1.779 -2.572 2.070
H 2.459 -2.485 -1.064
H -2.171 -0.666 0.756
H -2.635 -1.476 -0.942
H -0.991 -1.770 -0.130
H -2.631 1.448 -0.562
H -2.709 0.617 -2.168
H -1.417 1.818 -2.108
H -0.174 -0.298 -3.038
H -0.103 -1.654 -1.991
H -1.647 -1.264 -2.732
H 2.183 2.254 1.981
H 1.967 2.984 0.547
H 0.882 3.427 1.702
H -0.619 -0.034 2.195
H 0.983 0.257 2.696
H -0.150 1.429 3.162
```

***

Below is a molecular structure, C8H18KN4, with properties calculated with ωB97M-V/def2-TZVPD.

Values from the calculation:
HOMO level	-12.0167	eV
max |F|	1.04	eV/A
net charge	+1

Structure (XYZ):
```
31
C8H18KN4 | OMol25 | ωB97M-V/def2-TZVPD
K -0.018 0.032 0.011
N -1.275 -2.065 -0.788
C -0.662 -2.595 -2.011
C 0.705 -1.965 -2.277
C 1.738 -2.264 -1.190
C 2.888 -1.259 -1.145
N 2.416 0.090 -0.815
H -1.046 -2.683 -0.014
H -2.284 -2.107 -0.886
H -1.314 -2.357 -2.857
H -0.561 -3.688 -1.965
H 0.560 -0.887 -2.379
H 1.065 -2.356 -3.229
H 2.170 -3.248 -1.366
H 1.264 -2.273 -0.206
H 3.426 -1.274 -2.104
H 3.587 -1.579 -0.367
H 2.239 0.597 -1.678
H 3.163 0.591 -0.345
C -2.251 5.345 -1.715
N -2.087 3.931 -1.503
C -2.931 2.937 -1.892
C -2.361 1.769 -1.473
N -1.184 2.032 -0.837
C -1.058 3.338 -0.877
H -3.180 5.528 -2.251
H -1.419 5.741 -2.301
H -2.282 5.872 -0.760
H -3.843 3.132 -2.418
H -2.725 0.768 -1.594
H -0.237 3.890 -0.463
```

***

Below is a molecular structure, C8H18LiNO4, with properties calculated with ωB97M-V/def2-TZVPD.

Values from the calculation:
HOMO level	-8.7635	eV
max |F|	14.11	eV/A

Structure (XYZ):
```
32
C8H18LiNO4 | OMol25 | ωB97M-V/def2-TZVPD
Li -0.694 -0.205 0.300
C -1.913 1.301 2.764
C -1.362 0.343 1.764
O -0.274 -0.202 1.860
O -1.911 0.164 0.691
H -1.484 1.033 3.730
H -2.998 1.227 2.829
H -1.451 2.212 2.384
C 3.868 2.008 0.012
O 2.707 1.582 0.686
C 1.589 1.947 -0.057
C 1.217 0.951 -1.165
N 0.526 -0.172 -0.663
C -0.069 -1.001 -1.723
C -0.833 -2.203 -1.111
O -2.072 -1.859 -0.422
C -3.018 -2.937 -0.136
H 3.951 3.052 -0.291
H 4.054 1.451 -0.906
H 4.735 1.863 0.658
H 1.571 2.953 -0.476
H 0.750 2.076 0.627
H 2.221 0.692 -1.504
H 0.728 1.511 -1.961
H 1.248 -0.798 -0.336
H 0.748 -1.358 -2.350
H -0.679 -0.482 -2.462
H -0.286 -2.902 -0.477
H -1.061 -2.778 -2.008
H -3.365 -3.210 -1.133
H -3.806 -2.466 0.451
H -2.636 -3.791 0.424
```

***

Below is C8H18N2 in the gas phase, with properties calculated with ωB97M-V/def2-TZVPD.

Values from the calculation:
HOMO level	-8.2707	eV
max |F|	0.48	eV/A

Structure (XYZ):
```
28
C8H18N2 | OMol25 | ωB97M-V/def2-TZVPD
C -1.190 1.921 0.494
C -0.686 0.808 -0.423
C -0.318 1.417 -1.783
C 0.186 0.356 -2.752
C 1.358 -0.375 -2.113
C 0.924 -0.934 -0.763
N 0.499 0.144 0.111
C 0.453 -0.244 1.505
C -0.614 -1.278 1.904
N -0.413 -1.650 3.296
H -0.371 2.584 0.758
H -1.950 2.500 -0.027
H -1.636 1.528 1.403
H -1.507 0.079 -0.583
H 0.466 2.160 -1.623
H -1.192 1.922 -2.199
H 0.487 0.818 -3.695
H -0.616 -0.356 -2.966
H 2.183 0.322 -1.959
H 1.705 -1.188 -2.754
H 1.762 -1.448 -0.286
H 0.118 -1.673 -0.929
H 0.320 0.655 2.110
H 1.430 -0.663 1.761
H -0.492 -2.184 1.305
H -1.620 -0.872 1.704
H -1.108 -2.330 3.586
H -0.512 -0.834 3.893
```